{"formula": "C39H28Cl3MgN7O4S2Te", "method": "ωB97M-V/def2-TZVPD", "charge": -2, "e_lumo_ev": 3.344, "homo_energy_ev": -1.41, "homo_lumo_gap_ev": 4.75, "elements": ["Mg", "C", "O", "C", "C", "C", "C", "C", "C", "N", "N", "C", "O", "C", "C", "C", "C", "C", "C", "C", "O", "H", "H", "H", "H", "H", "H", "H", "H", "H", "H", "H", "H", "N", "C", "C", "C", "N", "C", "N", "Te", "C", "C", "C", "C", "S", "H", "H", "H", "Cl", "C", "C", "C", "C", "C", "C", "N", "C", "C", "N", "C", "O", "C", "C", "C", "Cl", "S", "C", "C", "C", "Cl", "C", "H", "H", "H", "H", "H", "H", "H", "H", "H", "H", "H", "H", "H"], "positions_angstrom": [[1.124, 1.664, 0.794], [-0.625, 3.493, -3.001], [-1.850, 3.587, -2.284], [-1.779, 4.232, -1.069], [-2.672, 5.253, -0.839], [-2.704, 5.917, 0.391], [-1.811, 5.537, 1.369], [-0.891, 4.498, 1.166], [0.016, 4.180, 2.252], [0.844, 3.205, 2.252], [1.669, 3.107, 3.355], [2.497, 2.100, 3.190], [2.557, 1.325, 2.173], [3.471, 1.866, 4.302], [3.330, 2.495, 5.536], [4.247, 2.260, 6.548], [5.315, 1.396, 6.338], [5.456, 0.764, 5.111], [4.534, 0.994, 4.099], [-0.856, 3.794, -0.071], [-0.054, 2.821, -0.324], [-0.892, 3.301, -4.040], [0.005, 2.694, -2.612], [-0.068, 4.433, -2.942], [-3.353, 5.519, -1.639], [-3.414, 6.716, 0.566], [-1.808, 6.042, 2.330], [-0.002, 4.837, 3.125], [2.490, 3.160, 5.681], [4.125, 2.746, 7.510], [6.030, 1.211, 7.132], [6.282, 0.084, 4.942], [4.613, 0.499, 3.140], [2.602, 1.524, -0.820], [3.386, 1.420, -1.663], [4.285, 1.302, -2.727], [3.786, 0.996, -4.011], [3.388, 0.731, -5.064], [5.679, 1.326, -2.505], [6.824, 1.347, -2.350], [0.023, -0.840, 3.679], [-1.718, -2.025, 3.551], [-2.089, -2.921, 2.577], [-3.348, -3.546, 2.804], [-3.949, -3.125, 3.952], [-2.961, -1.963, 4.749], [-1.455, -3.128, 1.723], [-3.789, -4.279, 2.142], [-4.900, -3.438, 4.355], [-7.051, -3.905, -1.283], [-5.451, -3.628, -1.898], [-4.368, -4.256, -1.309], [-3.100, -4.018, -1.810], [-2.875, -3.160, -2.883], [-1.473, -2.879, -3.408], [-1.008, -1.427, -3.197], [-0.913, -0.933, -1.840], [-1.895, -0.859, -0.867], [-1.308, -0.287, 0.216], [0.001, 0.015, -0.077], [0.197, -0.372, -1.312], [-0.556, -3.885, -3.032], [0.136, -3.784, -1.787], [1.527, -3.259, -1.955], [2.288, -2.828, -0.907], [1.804, -2.733, 0.735], [3.812, -2.223, -1.411], [3.451, -2.566, -3.049], [2.212, -3.109, -3.193], [-3.999, -2.582, -3.467], [-3.840, -1.558, -4.870], [-5.281, -2.793, -2.985], [-4.512, -4.912, -0.464], [-2.263, -4.518, -1.352], [-1.524, -2.978, -4.496], [-1.678, -0.781, -3.765], [-0.010, -1.334, -3.631], [-2.901, -1.204, -1.024], [-1.719, -0.082, 1.191], [1.116, -0.270, -1.868], [0.169, -4.802, -1.383], [-0.404, -3.165, -1.066], [4.162, -2.329, -3.823], [1.789, -3.395, -4.145], [-6.127, -2.315, -3.458]], "mulliken_charge": [0.900, -0.551, -0.522, 0.305, -0.542, -0.614, -0.891, 0.615, -0.602, 0.929, -0.925, 0.440, -0.498, 0.237, -0.275, -0.612, -0.335, -0.621, -0.321, 0.510, -0.374, 0.294, -0.008, 0.308, 0.415, 0.359, 0.326, 0.234, 0.406, 0.352, 0.357, 0.372, 0.402, -0.382, 0.641, -0.145, 0.121, -0.639, 0.186, -0.606, -0.271, -0.332, 0.092, -0.510, -0.515, -0.218, 0.284, 0.279, 0.364, -0.248, 0.557, -1.048, 0.150, -0.716, 0.213, -1.238, 0.390, -0.546, -1.510, 0.409, -0.716, -0.529, 0.251, -0.439, 0.767, -0.124, -0.177, -0.418, -1.104, 1.027, -0.240, -0.960, 0.360, 0.298, 0.476, 0.770, 0.394, 0.684, 0.710, 0.328, 0.621, -0.192, 0.464, 0.482, 0.438]}

{"formula": "C5H8NO2", "method": "ωB97M-V/def2-TZVPD", "charge": 1, "e_lumo_ev": [-6.892, -6.890], "homo_energy_ev": [-13.51, -13.51], "homo_lumo_gap_ev": [6.62, 6.62], "elements": ["C", "C", "C", "C", "C", "N", "O", "O", "H", "H", "H", "H", "H", "H", "H", "H"], "positions_angstrom": [[1.191, -0.084, -0.679], [0.375, 0.844, -0.266], [-0.439, 2.686, 0.763], [-0.706, -1.122, 0.324], [0.685, -1.448, -0.382], [-0.679, 0.288, 0.476], [0.420, 2.184, -0.077], [0.706, -2.134, -1.578], [-0.570, 3.763, 0.820], [-0.950, 2.166, 1.654], [-0.673, -1.546, 1.426], [-1.452, -1.489, -0.322], [2.209, -0.117, -1.095], [1.436, -1.883, 0.196], [-1.544, 0.753, 0.266], [-0.008, -2.860, -1.525]], "mulliken_charge": [-0.398, 0.316, 0.021, -0.734, 0.262, -0.338, -0.206, -0.514, 0.314, 0.350, 0.257, 0.383, 0.383, 0.280, 0.284, 0.340]}

{"formula": "C3H9N3", "method": "ωB97M-V/def2-TZVPD", "e_lumo_ev": [0.588, 0.596], "homo_energy_ev": [-8.19, -8.18], "homo_lumo_gap_ev": [8.78, 8.78], "elements": ["C", "C", "C", "N", "N", "N", "H", "H", "H", "H", "H", "H", "H", "H", "H"], "positions_angstrom": [[2.058, -0.666, 0.006], [-2.441, -0.728, -0.008], [0.434, 1.439, 0.004], [0.682, -0.977, 0.017], [-1.591, 0.421, 0.023], [-0.218, 0.127, 0.019], [2.550, -1.638, -0.030], [2.373, -0.078, -0.866], [2.403, -0.143, 0.908], [-2.123, -1.486, 0.714], [-3.450, -0.387, 0.218], [-2.450, -1.198, -0.999], [1.163, 1.528, 0.809], [0.948, 1.594, -0.945], [-0.337, 2.193, 0.130]], "mulliken_charge": [-0.730, -0.712, -0.858, -0.618, -0.660, 0.950, 0.302, 0.275, 0.295, 0.269, 0.291, 0.273, 0.280, 0.317, 0.328]}

{"formula": "C2H6NO3", "method": "ωB97M-V/def2-TZVPD", "charge": -1, "e_lumo_ev": 4.063, "homo_energy_ev": -3.78, "homo_lumo_gap_ev": 7.85, "elements": ["O", "C", "N", "C", "O", "H", "H", "H", "H", "H", "H", "O"], "positions_angstrom": [[2.071, 1.932, -1.005], [1.847, 0.730, -0.928], [1.115, -0.058, -0.137], [-0.083, 0.464, 0.731], [-0.998, -0.496, 0.612], [2.115, 0.067, -1.795], [0.855, -0.954, -0.521], [0.255, 0.484, 1.836], [-0.128, 1.516, 0.344], [-2.171, -1.691, 0.352], [-3.342, -1.623, -0.194], [-3.077, -1.994, 0.683]], "mulliken_charge": [-0.593, 0.050, -0.217, -0.307, -0.823, 0.222, 0.301, 0.153, 0.220, 0.367, 0.283, -0.657]}

no.,energy (Eh)
1,-4832.49403
2,-400.13556
3,-283.81879
4,-360.28282